Entry 1:
Br3H3Si2 | ωB97M-V with the def2-TZVPD basis set

Each line ends with the Löwdin charge.
Positions of all 8 atoms, in Å:
Si1 -1.867 -0.098 0.002  0.15
Si2 3.729 0.057 0.458  -0.19
Br1 2.750 1.853 -0.314  0.11
Br2 2.646 -1.568 -0.630  0.07
Br3 -0.046 0.028 1.185  0.21
H1 -2.195 -1.431 -0.600  -0.09
H2 -1.947 0.842 -0.963  -0.16
H3 -3.070 0.316 0.862  -0.09

Forces on atoms 1 to 3 (eV/Å):
-2.19 -1.74 2.00
0.53 -0.54 0.42
-0.28 0.77 -0.37

## Properties
- LUMO (eV) = -1.042
- HOMO-LUMO gap (eV) = 8.4
- ΔE to the lowest compared entry with this formula, charge and spin (kJ/mol) = 141.70
- strongest force on any atom (eV Å⁻¹) = 3.444
- HOMO energy (Ha) = -0.345

=====

Entry 2:
C27H40ClOSn | ωB97M-V with the def2-TZVPD basis set

Each line ends with the Löwdin charge.
Positions of all 70 atoms, in Å:
Cl1 -5.700 2.548 0.572  0.66
C1 -4.767 1.242 1.136  -0.70
C2 -4.269 0.291 0.206  -0.11
C3 -3.446 -0.724 0.661  -0.03
C4 -3.075 -0.798 1.996  -0.13
C5 -1.814 -1.617 2.394  -0.33
C6 -1.895 -2.102 3.918  -0.11
C7 -1.403 -3.582 3.939  -0.21
C8 -1.405 -3.966 2.529  -0.11
C9 -1.709 -2.964 1.665  0.00
C10 -3.646 0.102 2.936  -0.02
C11 -4.463 1.144 2.506  -0.10
H1 -4.577 0.349 -0.837  0.10
H2 -3.145 -1.494 -0.024  0.10
H3 -1.346 -1.465 4.621  0.11
H4 -2.942 -2.088 4.241  0.10
H5 -0.439 -3.688 4.449  0.10
H6 -2.120 -4.156 4.519  0.09
H7 -1.160 -4.968 2.191  0.09
H8 -1.885 -2.980 0.598  0.10
H9 -3.476 -0.035 3.969  0.09
H10 -4.897 1.830 3.200  0.09
C12 -2.798 2.308 -2.677  -0.12
C13 -1.327 2.682 -2.574  -0.28
C14 -0.435 1.523 -2.075  -0.31
C15 1.022 1.939 -1.952  -0.31
Sn1 2.210 0.384 -1.047  1.27
C16 2.240 -1.294 -2.404  -0.31
C17 0.823 -1.878 -2.594  -0.32
C18 0.248 -1.654 -4.004  -0.30
C19 -1.171 -2.201 -4.159  -0.12
C20 4.230 1.176 -0.997  -0.31
C21 4.408 2.438 -0.115  -0.32
C22 5.300 2.181 1.119  -0.29
C23 5.427 3.394 2.049  -0.13
C24 1.169 -0.312 0.702  -0.42
C25 1.729 -1.081 1.727  -0.19
C26 0.772 -1.245 2.729  -0.14
C27 -0.520 -0.817 2.227  -0.29
O1 -0.173 -0.146 0.936  -0.12
H11 -3.363 3.119 -3.137  0.06
H12 -2.937 1.404 -3.290  0.07
H13 -3.230 2.112 -1.686  0.05
H14 -0.952 3.011 -3.553  0.10
H15 -1.203 3.529 -1.887  0.11
H16 -0.823 1.178 -1.103  0.10
H17 -0.558 0.670 -2.762  0.08
H18 1.443 2.199 -2.928  0.05
H19 1.119 2.799 -1.287  0.04
H20 2.676 -0.982 -3.362  0.04
H21 2.883 -2.025 -1.927  0.03
H22 0.833 -2.972 -2.391  0.11
H23 0.118 -1.467 -1.849  0.08
H24 0.267 -0.576 -4.251  0.10
H25 0.912 -2.145 -4.723  0.10
H26 -1.486 -2.123 -5.213  0.06
H27 -1.216 -3.256 -3.859  0.07
H28 -1.890 -1.635 -3.549  0.06
H29 4.878 0.363 -0.641  0.04
H30 4.511 1.415 -2.018  0.03
H31 4.862 3.264 -0.701  0.10
H32 3.431 2.822 0.225  0.09
H33 4.893 1.327 1.683  0.11
H34 6.297 1.885 0.766  0.10
H35 6.113 3.148 2.874  0.06
H36 5.824 4.264 1.510  0.06
H37 4.453 3.660 2.484  0.07
H38 2.755 -1.386 1.770  0.07
H39 0.850 -1.830 3.653  0.07
H40 -1.037 -0.051 2.877  0.13

Forces on atoms 1 to 3 (eV/Å):
-0.68 0.80 -0.35
1.39 -1.46 0.28
-0.86 0.71 0.83

## Properties
- LUMO (eV) = 2.781
- HOMO-LUMO gap (eV) = 4.0
- net charge = -1
- strongest force on any atom (eV Å⁻¹) = 3.825
- HOMO energy (Ha) = -0.044

=====

Entry 3:
C2H3BrO | ωB97M-V with the def2-TZVPD basis set

Each line ends with the Löwdin charge.
Positions of all 7 atoms, in Å:
C1 0.639 0.449 0.003  -0.81
C2 -0.681 -0.233 -0.070  -0.12
O1 0.892 1.794 0.063  -0.13
Br1 2.159 -0.636 -0.006  0.77
H1 -0.977 -0.847 0.849  0.11
H2 -0.577 -1.075 -0.774  0.08
H3 -1.455 0.547 -0.065  0.09

Forces on atoms 1 to 3 (eV/Å):
1.81 8.37 0.87
-0.31 -0.67 1.77
-2.29 -8.61 -0.43

## Properties
- LUMO (eV) = -0.032
- SMILES = CC(=O)Br
- HOMO-LUMO gap (eV) = 10.3
- ΔE to the lowest compared entry with this formula, charge and spin (kJ/mol) = 110.66
- strongest force on any atom (eV Å⁻¹) = 8.918
- HOMO energy (Ha) = -0.380

=====

Entry 4:
C6H15N2 | ωB97M-V with the def2-TZVPD basis set

Each line ends with the Löwdin charge.
Positions of all 23 atoms, in Å:
C1 0.246 2.661 0.749  -0.11
C2 -0.655 1.553 1.234  -0.29
C3 -1.478 0.946 0.097  -0.20
C4 -1.716 -0.588 0.199  -0.15
C5 -0.488 -1.379 -0.408  -0.18
N1 0.684 -0.769 0.106  0.29
C6 1.833 -1.608 -0.303  -0.24
N2 1.792 -2.112 -1.623  0.07
H1 -0.316 3.535 0.375  0.09
H2 0.791 2.271 -0.134  0.07
H3 0.935 2.982 1.539  0.08
H4 -1.316 1.947 1.999  0.11
H5 -0.021 0.768 1.646  0.08
H6 -2.409 1.504 0.076  0.12
H7 -0.982 1.030 -0.868  0.10
H8 -2.573 -0.868 -0.386  0.11
H9 -1.869 -0.931 1.218  0.12
H10 -0.507 -2.447 -0.071  0.19
H11 -0.678 -1.417 -1.510  0.18
H12 1.943 -2.323 0.527  0.19
H13 2.788 -1.014 -0.203  0.18
H14 2.670 -2.323 -2.072  0.11
H15 1.327 -1.418 -2.187  0.09

Forces on atoms 1 to 3 (eV/Å):
0.16 0.28 -0.74
0.24 -0.28 -0.14
-0.16 -0.96 0.47

## Properties
- LUMO (eV) = -8.543
- HOMO-LUMO gap (eV) = 6.0
- net charge = +1
- ΔE to the lowest compared entry with this formula, charge and spin (kJ/mol) = 580.65
- strongest force on any atom (eV Å⁻¹) = 4.911
- HOMO energy (Ha) = -0.535

=====

Entry 5:
C3H4N2O3 | ωB97M-V with the def2-TZVPD basis set

Each line ends with the Löwdin charge.
Positions of all 12 atoms, in Å:
C1 -0.914 -0.433 -0.383  -0.28
C2 -0.046 -0.184 -1.451  0.05
C3 -0.212 -0.303 0.850  -0.41
H1 -2.858 0.067 0.184  0.19
H2 -0.117 -0.407 -2.488  0.12
H3 2.263 0.325 -0.989  0.25
H4 0.731 1.160 1.833  0.13
N1 1.262 -0.312 -0.864  -0.01
N2 1.057 -0.586 0.610  0.05
O1 -2.233 -0.360 -0.518  0.03
O2 1.537 0.760 1.233  -0.10
O3 -0.471 0.275 1.982  -0.01

Forces on atoms 1 to 3 (eV/Å):
-0.75 2.04 -1.22
2.08 -1.82 4.22
-3.31 1.51 3.39

## Properties
- LUMO (eV) = -0.502
- SMILES = O=c1c(O)c[nH]n1O
- HOMO-LUMO gap (eV) = 8.2
- ΔE to the lowest compared entry with this formula, charge and spin (kJ/mol) = 678.01
- strongest force on any atom (eV Å⁻¹) = 6.809
- HOMO energy (Ha) = -0.320

=====

Entry 6:
C3H11N3OP | ωB97M-V with the def2-TZVPD basis set

Each line ends with the Löwdin charge.
Positions of all 19 atoms, in Å:
C1 -0.374 0.390 1.211  -0.45
C2 -0.461 -1.865 0.350  -0.12
C3 1.405 -0.271 -1.162  -0.16
N1 -1.284 0.067 2.241  0.12
N2 0.080 -0.546 0.376  -0.07
N3 -0.111 1.739 1.127  0.14
O1 0.108 1.511 -2.521  -0.40
P1 0.293 -0.134 -2.569  0.84
H1 -0.198 -2.210 -0.619  0.03
H2 0.183 -2.604 0.954  0.13
H3 -1.619 -1.777 0.592  0.15
H4 1.920 0.700 -0.806  0.10
H5 1.817 -1.283 -1.139  0.06
H6 -1.155 -0.900 2.602  0.11
H7 -1.164 0.791 3.061  0.16
H8 -0.471 2.253 2.007  0.15
H9 0.350 2.202 0.286  0.14
H10 -0.810 1.783 -2.508  0.04
H11 1.491 0.155 -3.483  0.04

Forces on atoms 1 to 3 (eV/Å):
-0.02 0.09 -0.45
-0.70 -0.74 1.62
-1.66 1.17 2.60

## Properties
- LUMO (eV) = -4.050
- HOMO-LUMO gap (eV) = 9.7
- net charge = +1
- ΔE to the lowest compared entry with this formula, charge and spin (kJ/mol) = 203.79
- strongest force on any atom (eV Å⁻¹) = 3.299
- HOMO energy (Ha) = -0.507